Here is 9 unconnected molecules or ions with the total composition C22H64N2O16 at a distorted geometry from the OMol25 dataset. Energies are from ωB97M-V with the def2-TZVPD basis set.

```
! wB97M-V def2-TZVPD RIJCOSX def2/J DEFGRID3
* xyz 0 1
C 8.603 13.451 12.298
O 9.395 14.322 11.526
C 10.359 13.626 10.780
C 11.289 14.614 10.098
C 12.137 13.997 9.009
N 12.170 15.356 11.027
H 7.735 14.002 12.650
H 9.202 13.075 13.137
H 8.267 12.554 11.764
H 10.990 12.981 11.414
H 9.888 12.971 10.034
H 10.644 15.379 9.647
H 12.675 14.786 8.481
H 11.588 13.370 8.305
H 12.959 13.387 9.402
H 11.590 16.046 11.492
H 12.497 14.692 11.729
C 13.107 9.869 15.919
O 12.787 10.618 17.067
C 13.608 10.281 18.189
C 13.263 11.022 19.483
C 14.501 11.614 20.154
N 12.720 10.020 20.445
H 13.580 10.520 15.171
H 12.223 9.418 15.472
H 13.882 9.123 16.121
H 13.624 9.194 18.329
H 14.644 10.505 17.882
H 12.551 11.810 19.213
H 14.185 12.088 21.089
H 14.846 12.458 19.550
H 15.255 10.872 20.398
H 11.797 9.757 20.080
H 12.375 10.565 21.241
O 13.373 18.607 15.476
C 12.885 17.787 14.442
C 13.633 17.954 13.125
O 13.817 19.330 12.809
H 14.328 18.677 15.375
H 13.000 16.725 14.709
H 11.830 17.975 14.258
H 13.214 17.358 12.307
H 14.626 17.480 13.184
H 13.191 19.568 12.120
O 11.764 14.424 18.019
C 11.062 14.720 16.815
C 11.244 13.638 15.763
O 12.596 13.192 15.706
H 11.163 14.141 18.713
H 9.991 14.811 17.008
H 11.493 15.646 16.435
H 10.951 14.016 14.782
H 10.601 12.771 15.964
H 12.773 12.864 16.599
O 8.589 16.154 19.233
C 8.683 14.985 20.047
C 7.324 14.462 20.489
O 7.492 13.059 20.717
H 8.077 16.842 19.668
H 9.210 14.253 19.434
H 9.358 15.224 20.873
H 6.579 14.679 19.723
H 7.082 14.956 21.434
H 6.741 12.735 21.223
O 5.580 16.555 15.446
C 6.453 16.317 16.571
C 7.092 14.952 16.465
O 7.980 14.860 15.356
H 6.199 16.688 14.710
H 7.188 17.121 16.611
H 5.839 16.340 17.474
H 6.393 14.112 16.460
H 7.618 14.863 17.423
H 7.435 15.146 14.610
O 7.132 16.745 13.106
C 7.853 17.988 13.172
C 9.271 17.833 12.683
O 9.975 16.817 13.379
H 6.623 16.745 12.290
H 7.324 18.742 12.584
H 7.866 18.326 14.209
H 9.805 18.775 12.837
H 9.322 17.637 11.604
H 9.346 16.143 13.661
O 13.243 12.732 12.971
C 14.684 12.739 12.907
C 15.183 14.180 12.754
O 15.062 14.584 11.404
H 13.062 12.777 13.922
H 15.053 12.280 13.826
H 15.015 12.216 12.011
H 16.261 14.182 12.954
H 14.636 14.787 13.478
H 14.251 15.092 11.276
O 9.908 11.805 19.855
C 9.794 11.135 18.599
C 8.532 10.278 18.621
O 8.561 9.271 17.623
H 9.068 12.234 20.080
H 9.853 11.819 17.746
H 10.676 10.499 18.545
H 7.632 10.903 18.608
H 8.502 9.758 19.580
H 8.376 9.658 16.763
*
```

Output
Highest occupied orbital energy (eV): -9.269
SMILES: COC[C@H](C)N.COC[C@H](C)N.OCCO.OCCO.OCCO.OCCO.OCCO.OCCO.OCCO
Energy above the lowest of the compared OMol25 structures with the same formula, charge and spin (kcal/mol): 10.31
E_tot (Eh): -2189.804605
F_max (eV/A): 1.7